--- w ---
This record from OMol25 describes C5H14N2O in the gas phase. The level of theory is wB97M-V/def2-TZVPD.

The geometry in XYZ format:
```
22
Properties=species:S:1:pos:R:3
C -0.08 -2.25 0.53
N -0.73 -0.97 0.35
C 0.13 0.16 0.14
C 0.89 0.73 1.32
N 1.97 -0.08 1.91
C -0.61 1.28 -0.59
C -1.32 0.98 -1.89
O -0.55 1.36 -3.02
H 0.65 -2.30 1.33
H 0.50 -2.42 -0.38
H -0.75 -3.10 0.65
H -1.43 -0.73 1.04
H 0.91 -0.16 -0.57
H 1.30 1.71 1.10
H 0.13 0.92 2.09
H 2.47 -0.53 1.16
H 1.55 -0.79 2.50
H 0.05 2.14 -0.78
H -1.25 1.78 0.15
H -1.69 -0.04 -1.94
H -2.24 1.58 -1.92
H 0.10 0.73 -3.19
```

SMILES: CN[C@H](CN)CCO
total charge: 0

Here are the Löwdin charges for atoms 1 to 6, given in e: atom 1 (C): -0.12, atom 2 (N): -0.08, atom 3 (C): -0.41, atom 4 (C): -0.25, atom 5 (N): 0.00, atom 6 (C): -0.16


--- x ---
This record from OMol25 describes 2 unconnected molecules or ions with the total composition C5H14N2O. The level of theory is wB97M-V/def2-TZVPD.

The geometry in XYZ format:
```
22
Properties=species:S:1:pos:R:3
H -0.51 2.83 0.20
N -1.12 2.06 0.46
C -1.14 1.10 -0.35
C -2.01 -0.09 -0.16
O -0.42 1.22 -1.57
N -0.62 0.19 -2.55
H -1.76 -0.85 -0.89
H -1.89 -0.46 0.85
H -3.05 0.20 -0.29
H -1.09 0.64 -3.34
H 0.31 -0.09 -2.85
C 1.36 -1.52 0.06
C 1.46 -0.13 0.67
C 0.86 -0.07 2.08
H 1.79 -1.53 -0.94
H 0.32 -1.83 -0.02
H 1.89 -2.24 0.66
H 2.51 0.17 0.72
H 0.99 0.59 -0.03
H 0.72 0.96 2.39
H 1.52 -0.57 2.80
H -0.10 -0.57 2.11
```

SMILES: [H]/N=C(/C)ON.CCC
total charge: 0

Here are the Löwdin charges for atoms 1 to 6, given in e: atom 1 (H): 0.07, atom 2 (N): 0.16, atom 3 (C): -0.50, atom 4 (C): -0.03, atom 5 (O): -0.14, atom 6 (N): 0.04


--- y ---
This record from OMol25 describes 2 unconnected molecules or ions with the total composition C5H14N2O. The level of theory is wB97M-V/def2-TZVPD.

The geometry in XYZ format:
```
22
Properties=species:S:1:pos:R:3
C -1.63 0.21 -0.30
C -2.33 -1.04 -0.03
C -2.28 1.55 -0.10
O -1.35 -0.55 0.90
H -0.80 0.18 -1.01
H -3.35 -1.02 0.33
H -2.04 -1.95 -0.56
H -3.07 1.49 0.65
H -1.55 2.29 0.22
H -2.72 1.89 -1.04
C 2.24 -0.30 -0.17
C 1.97 0.85 0.79
N 1.86 -0.21 -1.52
N 1.29 -1.60 0.19
H 3.25 -0.69 0.00
H 1.09 -1.46 -0.94
H 1.51 0.71 -1.76
H 0.45 -1.34 0.72
H 1.73 -2.44 0.56
H 2.14 0.55 1.83
H 0.94 1.20 0.70
H 2.64 1.67 0.55
```

total charge: 0

Here are the Löwdin charges for atoms 1 to 6, given in e: atom 1 (C): -0.35, atom 2 (C): -0.11, atom 3 (C): -0.04, atom 4 (O): -0.11, atom 5 (H): 0.11, atom 6 (H): 0.11


Quick ranking, most stable first: w, x, y.